# 1
The following is a DFT calculation (ωB97M-V with the def2-TZVPD basis set) of 3 unconnected molecules or ions with the total composition C6H12O.

Geometry as XYZ:
```
19
Properties=species:S:1:pos:R:3:forces:R:3
C -2.17005 -0.12302 0.73046 -0.016 0.243 0.095
C -2.25940 0.01823 -0.75915 -0.128 -0.058 -0.348
H 0.32055 0.71190 -0.80912 0.207 -0.005 -0.084
O 0.48119 -1.93525 -0.60134 -0.284 -0.164 0.507
C 1.35163 0.98824 -1.03697 -0.051 0.020 -0.070
C -0.08250 -2.05435 0.45746 0.228 -0.058 -0.343
C -1.71880 0.98891 0.25161 -0.120 -0.134 0.237
H -3.22873 0.22326 -1.21715 0.121 -0.047 0.020
H 3.29739 0.99837 -0.04379 -0.156 -0.004 0.023
C 2.26311 0.69369 0.14988 0.050 -0.021 0.047
H -1.57283 -0.54717 -1.39894 -0.107 0.162 0.136
H 0.29831 -1.58600 1.38634 0.026 -0.025 -0.131
H 2.27474 -0.38106 0.36092 -0.008 0.185 -0.015
H 1.64473 0.40594 -1.91503 0.010 0.128 0.086
H -1.28804 1.96575 0.40578 -0.072 -0.155 -0.012
H -1.01160 -2.64875 0.55894 0.106 0.046 -0.039
H 1.92322 1.21781 1.05101 0.079 -0.071 -0.109
H -2.40486 -0.74521 1.57779 0.019 0.098 -0.033
H 1.34861 2.05128 -1.30475 0.095 -0.139 0.034
```
Forces are in eV/Å.

Calculated values
* frontier orbital gap: 10.40 eV
* HOMO: -9.707 eV
* energy: -310.90794 a.u.
* LUMO: 0.026 hartree
* SMILES: C1=CC1.C=O.CC
* net charge: 0

=====

# 2
The following is a DFT calculation (ωB97M-V with the def2-TZVPD basis set) of a molecular structure, C3H5O4Tl in a non-equilibrium geometry.

Geometry as XYZ:
```
13
Properties=species:S:1:pos:R:3:forces:R:3
H -2.68086 2.35206 1.86047 -0.005 0.005 0.009
C -0.05793 -0.50394 -1.65799 -0.481 0.413 0.108
O -0.19902 0.22362 2.48625 0.367 0.001 -0.587
H -1.12447 -0.61106 0.24463 0.092 0.298 -0.106
O 0.93348 -1.42549 -1.41933 -2.858 -0.629 -1.800
O 0.57478 0.56034 0.38511 -0.545 0.738 -0.566
O 1.89419 -0.34482 1.87749 -0.788 0.726 2.612
C -0.57873 0.13877 -0.34772 -0.202 -0.303 -0.210
H -0.95313 -0.93117 -2.16730 0.251 0.035 0.115
H 0.28691 0.33203 -2.31282 -0.031 -0.199 0.107
H -1.22634 1.00574 -0.55425 0.123 -0.226 0.122
Tl 2.39096 -0.91719 -0.09419 5.651 -1.083 -1.679
C 0.74014 0.12111 1.69964 -1.575 0.224 1.876
```
Forces are in eV/Å.

Calculated values
* frontier orbital gap (alpha / beta): 6.55 / 6.51 eV
* 2S+1: 2
* HOMO (alpha / beta): -3.230 / -3.230 eV
* energy: -590.68847 a.u.
* LUMO (alpha / beta): 0.122 / 0.121 hartree
* ⟨S²⟩: 0.7501
* net charge: -1

=====

# 3
The following is a DFT calculation (ωB97M-V with the def2-TZVPD basis set) of a molecular structure, C37H30IrN2O2P2S2 in a non-equilibrium geometry.

Geometry as XYZ:
```
76
Properties=species:S:1:pos:R:3:forces:R:3
Ir 0.22728 0.74021 0.40290 -1.310 -0.447 -0.330
H -3.28766 2.06452 -3.24985 0.024 -0.020 -0.033
C -0.18700 -2.81309 2.26885 -0.031 -0.034 -0.007
C 1.13100 2.81976 -1.72741 -0.320 -0.102 0.091
C 0.02732 1.67085 4.91544 -0.060 -0.018 -0.007
H -4.80287 -4.80560 -4.36019 -0.005 0.012 -0.002
C -0.27699 2.35314 -2.00866 0.259 -0.194 0.111
C 5.17853 3.21028 0.44709 -0.010 0.003 0.022
S 1.15967 0.55602 4.13927 0.292 0.157 -0.164
H -0.56195 -3.92913 -0.90641 0.031 0.015 -0.007
H 5.49105 4.21775 0.68588 0.002 -0.003 0.005
H -3.33651 -0.14880 -0.46249 -0.098 -0.069 -0.035
H 1.06417 -1.47012 -1.24456 -0.016 -0.004 -0.014
C -1.30596 3.58805 4.33232 0.024 0.072 0.045
C -3.30443 -2.93109 -1.96103 -0.106 0.057 0.089
O 0.86385 -0.81419 4.39325 -0.130 0.031 0.000
H 7.06490 2.33511 0.96011 -0.001 -0.001 -0.003
C 1.58929 -1.15793 -2.14102 0.014 -0.009 0.041
C 0.00992 2.16201 2.63372 0.223 -0.277 -0.113
C -2.07270 1.04838 -1.76404 0.127 -0.009 -0.111
C -1.25672 2.72179 6.59207 0.018 -0.028 0.016
C -0.88343 -1.62600 2.15161 -0.062 0.054 0.048
H 6.35526 0.03227 0.41208 -0.003 -0.001 0.007
H 2.61591 -2.39717 -5.11260 -0.006 0.001 -0.001
C 3.89136 2.97932 -0.01139 0.011 0.005 0.024
C -4.10876 -3.29422 -0.87947 0.019 0.003 0.013
C 2.46344 -1.68744 -4.31044 0.029 0.028 -0.017
C -2.35534 1.99835 -2.71156 -0.015 0.086 -0.041
C -0.37079 1.70665 6.22983 0.054 0.088 0.038
C -0.06220 -3.63140 1.15349 -0.008 -0.014 -0.012
H -1.67618 4.29664 3.60274 -0.024 -0.021 -0.006
P -1.98174 -1.67445 -1.85597 -0.073 -0.146 -0.194
C 4.38312 0.61880 -0.17367 0.003 -0.008 -0.031
C 2.95232 -0.39086 -4.43373 0.004 -0.025 -0.011
H -1.11078 3.67339 -3.52910 0.014 -0.033 -0.037
H 0.23132 -3.10024 3.22309 0.006 0.006 -0.013
C -1.70538 3.65325 5.66411 0.001 0.004 -0.040
C -3.56067 -3.48691 -3.21163 0.006 -0.012 -0.006
H -1.60655 2.77778 7.61397 0.013 0.015 0.001
H -2.39239 4.42698 5.97775 0.005 0.004 -0.003
C -2.92631 -0.13896 -1.47493 0.070 -0.009 0.221
H -5.77513 -4.45912 -0.20639 -0.002 0.005 -0.001
C 2.76127 0.52217 -3.41268 -0.022 -0.025 0.011
N 0.67256 1.02524 2.56332 -0.007 0.344 -0.136
H -2.93344 -3.21985 -4.05427 -0.008 0.009 -0.001
H -3.91078 -2.88419 0.10488 -0.014 0.011 -0.004
C -5.15649 -4.18314 -1.05036 0.009 -0.013 -0.015
O 2.48578 1.05283 4.30510 0.053 -0.146 0.044
H 3.48599 -0.09426 -5.32656 -0.004 -0.003 -0.002
H 1.15552 3.63599 -1.00067 0.070 0.027 -0.041
C -1.40876 -1.20896 0.92098 0.068 -0.238 0.210
C -0.43456 2.57850 3.97108 -0.023 -0.088 -0.097
H 4.07892 -0.38980 -0.42718 0.002 0.006 -0.015
H 0.46482 -4.57385 1.22967 -0.011 -0.005 0.003
C -1.31892 -2.05521 -0.19920 0.270 0.094 0.046
C 6.06141 2.15081 0.60026 0.009 -0.005 -0.008
H -3.78139 -0.12821 -2.14992 0.025 0.074 -0.051
C -5.41274 -4.72084 -2.30670 -0.004 0.005 0.010
S -0.30411 2.81560 1.07175 -0.018 0.130 0.677
H -6.23728 -5.40856 -2.44120 0.015 -0.015 0.002
H -2.07010 -0.34285 0.92592 0.016 0.024 -0.100
H 1.40544 -3.08014 -3.06806 0.008 -0.003 0.003
C 1.78872 -2.07309 -3.16455 -0.016 0.001 0.029
H 3.20803 3.81217 -0.11764 -0.006 -0.005 -0.016
C 2.06300 0.13947 -2.26643 0.093 -0.035 0.077
C -4.61268 -4.37780 -3.38471 0.013 -0.006 0.001
H -0.01933 0.98022 6.94971 0.005 0.004 -0.002
H 1.68318 3.14789 -2.60701 -0.077 -0.128 -0.111
N -0.76932 1.23095 -1.32152 0.275 0.353 -0.240
H -1.05676 -1.02680 3.03134 0.021 0.046 0.014
C -1.21770 2.82394 -2.87412 -0.111 0.070 0.100
C 3.49528 1.68308 -0.33707 -0.098 0.058 0.211
C -0.62869 -3.25920 -0.05559 0.014 0.001 -0.022
H 3.16059 1.52484 -3.50899 -0.007 0.004 0.003
P 1.84666 1.35272 -0.95518 0.512 0.272 -0.140
C 5.66465 0.85582 0.29256 -0.019 0.021 0.023
```
Forces are in eV/Å.

Calculated values
* frontier orbital gap: 5.95 eV
* HOMO: -10.182 eV
* energy: -3271.13961 a.u.
* LUMO: -0.156 hartree
* net charge: +1

=====

# 4
The following is a DFT calculation (ωB97M-V with the def2-TZVPD basis set) of a molecular structure, C53H46KN5O8 in a non-equilibrium geometry.

Geometry as XYZ:
```
113
Properties=species:S:1:pos:R:3:forces:R:3
C 3.72134 1.00796 1.05316 0.049 -0.002 -0.001
K -0.45866 -0.36513 -1.75515 1.266 -0.379 0.617
H 1.83319 1.19594 -0.95898 -0.024 -0.015 0.033
C 5.84456 2.08728 1.36265 -0.030 0.042 0.001
C 2.06530 -0.62114 -3.87563 -0.024 -0.048 -0.078
H 2.92869 -0.50804 3.75015 0.000 0.007 -0.007
C 3.26641 -2.53486 3.14585 -0.006 -0.070 -0.048
H 1.34151 2.45819 2.87307 0.007 0.018 -0.013
C 1.48879 -4.06448 3.66198 -0.015 -0.003 -0.013
N 1.59140 -2.63836 -0.60264 -0.124 -0.053 0.019
H -2.72237 2.73080 -1.17339 -0.010 -0.018 0.017
C 1.04742 3.55679 0.18241 0.025 -0.025 -0.034
H 1.28379 4.63035 2.02584 -0.027 -0.011 0.032
H -0.77530 -0.97023 1.33302 0.039 -0.020 -0.020
N -1.31749 0.97540 1.57149 -0.003 -0.066 0.011
C 2.74542 -3.82177 3.12759 0.018 -0.031 0.018
C -2.65333 1.05941 1.55899 0.065 0.071 0.032
C -3.60463 0.29888 -0.68136 -0.260 0.183 0.089
H -4.41409 -0.08399 1.34118 0.016 -0.030 0.064
H 1.07771 -5.06597 3.59975 0.008 -0.001 0.009
O 2.51337 1.12114 -2.39041 -0.060 -0.099 0.030
H -5.47264 -1.56439 0.43993 -0.003 0.014 0.019
C 0.96926 4.68806 0.99089 -0.015 0.031 -0.003
C 1.55395 2.21788 0.71803 0.009 -0.027 -0.021
C 3.84642 3.39311 1.02177 0.029 0.030 0.033
H 0.71398 -0.96608 4.71751 0.001 0.010 -0.005
C 0.90212 1.84826 2.08063 -0.093 -0.040 -0.056
C -5.94351 -2.74524 -1.26888 0.003 0.011 0.016
H 3.79651 -5.79136 -0.45402 -0.006 0.004 0.007
H -4.40129 2.17506 2.11819 0.004 -0.008 -0.010
O -2.41677 0.45229 -1.27941 -1.842 0.668 0.649
C -3.32017 2.13116 2.15874 -0.041 -0.004 0.004
C 1.23459 -3.73614 -1.27043 0.051 -0.009 0.029
C -0.67604 -3.29808 4.70543 0.019 -0.012 -0.045
C 0.12395 -1.69017 -4.51754 0.072 -0.052 -0.114
C -4.46455 4.00416 -0.99625 -0.036 -0.028 0.007
C 2.43787 -0.40013 -5.19567 0.025 -0.046 -0.005
H 0.44319 6.75997 1.14469 0.003 0.000 -0.003
H 3.36122 0.12142 -5.41385 -0.005 0.003 -0.006
H 0.32763 -3.66147 -1.86712 0.020 0.012 0.009
H -0.60362 3.79150 3.25219 0.039 0.009 -0.015
H -0.84955 -4.35692 4.90356 0.004 0.005 0.018
H -0.89933 -2.73398 5.61272 -0.011 -0.001 -0.006
H -3.45679 -0.52305 -3.17443 -0.032 0.000 -0.009
C 2.87385 -0.05788 -2.71185 -0.082 0.028 -0.004
C -4.46092 1.59540 -0.75317 0.047 0.024 -0.094
C 0.40942 -1.47902 -5.86267 0.052 -0.013 -0.027
H 0.73519 2.80526 -1.79898 0.012 0.013 0.005
C 0.73169 -3.05426 4.23884 -0.033 0.012 -0.027
H 5.01792 -1.45194 3.06112 0.001 -0.057 0.025
H -6.61293 -3.38999 -0.70893 -0.006 0.005 0.010
O -2.05940 -2.43310 -5.01028 -0.002 -0.055 -0.043
N 0.94501 -1.27289 -3.54932 0.615 -0.375 -0.891
C -4.82153 -2.17157 -3.30593 -0.074 -0.073 -0.017
C 0.50482 5.89632 0.49246 -0.013 -0.017 0.000
C 1.28705 -1.78082 4.28915 0.001 0.037 -0.027
H 3.13665 0.10840 0.93073 -0.047 0.032 -0.007
H -0.10680 4.93698 -2.69004 0.004 -0.011 -0.001
C -2.58923 3.11673 2.78425 0.010 0.025 0.002
H -7.59409 2.86754 -0.39727 -0.003 -0.003 0.005
C -1.20645 3.03144 2.77427 0.009 0.027 -0.023
C 5.21824 3.31807 1.23982 0.002 -0.041 0.007
N 4.52825 -2.20692 2.60687 -0.034 0.107 0.026
C 0.66630 3.66810 -1.15044 -0.076 0.012 0.013
C 5.35510 -2.89429 1.75217 0.024 -0.114 0.086
C -4.41258 -0.86626 -1.30461 0.054 0.024 -0.136
C 2.72374 -2.64479 0.08744 0.018 0.057 -0.146
O -1.20408 -2.95375 -2.98825 -0.002 0.246 -0.068
O 3.74099 -0.76055 -2.19084 0.094 0.005 -0.013
H 1.18459 0.80851 2.24919 0.046 -0.044 0.061
C 5.08773 0.92653 1.26030 0.048 0.025 -0.004
H 3.00367 -1.71533 0.55921 -0.021 -0.025 0.036
O 6.57050 -2.75488 1.82401 -0.006 0.082 -0.049
H -4.56380 -2.38693 -4.33442 0.039 0.036 0.000
H -6.36957 4.98665 -0.78447 0.000 0.001 0.001
C 3.55431 -3.75440 0.17074 0.034 0.057 -0.036
H -0.30711 -1.81453 -6.59834 -0.010 -0.003 0.008
H -3.08522 3.95130 3.26659 -0.005 -0.003 -0.002
C 3.16917 -4.90639 -0.49810 0.039 -0.026 0.001
H -6.19378 -3.81867 -3.11186 -0.004 -0.002 -0.007
H 6.91599 2.03025 1.51209 0.001 -0.008 -0.002
C -6.52065 2.85368 -0.55341 0.015 -0.028 -0.006
H -2.91442 -0.96178 0.93274 -0.024 -0.009 0.055
C 3.07860 2.23797 0.93408 -0.002 -0.018 0.039
H -0.26702 6.93061 -1.22561 -0.001 0.000 -0.007
C -3.43339 -0.00592 0.86776 0.015 -0.040 -0.187
C 0.19766 4.87536 -1.65244 -0.012 0.031 0.030
N 4.80902 -3.75768 0.83790 -0.033 -0.142 -0.025
H 3.30684 -4.63016 2.67950 -0.009 0.020 0.019
H 5.57128 -0.04257 1.30567 0.004 0.042 -0.037
C 1.59355 -0.84441 -6.20075 -0.001 0.022 0.017
C -0.60175 1.95587 2.13590 -0.020 -0.045 -0.002
C -5.83670 1.64249 -0.54396 -0.003 0.023 0.059
H -1.37304 -2.98311 3.92571 0.003 0.019 -0.012
H 5.79916 4.23164 1.29476 0.002 -0.002 -0.002
C -5.71314 -2.98378 -2.61464 0.030 0.038 0.031
C 2.00079 -4.89482 -1.23587 -0.025 0.002 -0.017
H -0.51032 -2.26103 0.52488 0.178 0.015 0.047
O 1.22438 1.17380 -0.15865 0.111 0.066 0.044
H 1.85237 -0.67918 -7.24159 -0.010 -0.007 -0.006
H -6.38392 0.72050 -0.37911 0.002 0.012 -0.012
C -5.83679 4.04222 -0.77507 0.034 0.000 0.002
H 1.68656 -5.76923 -1.79074 -0.015 0.008 0.003
C 2.53132 -1.51738 3.74468 -0.033 0.041 -0.015
O -0.70723 -1.94150 1.41265 -0.107 0.067 0.147
C -5.29241 -1.70031 -0.61878 -0.079 0.012 -0.034
C -4.19184 -1.12385 -2.65635 0.070 -0.076 0.059
C -3.78906 2.79167 -0.99050 -0.022 0.016 -0.053
C -1.18272 -2.43139 -4.12621 0.055 -0.087 -0.041
H 5.54106 -4.25095 0.35052 0.005 0.068 -0.009
H -3.91643 4.92331 -1.17305 -0.002 0.001 0.000
H 3.38698 4.36489 0.89910 0.021 -0.030 -0.012
C 0.10914 5.99270 -0.83488 0.012 -0.020 0.014
```
Forces are in eV/Å.

Calculated values
* frontier orbital gap: 6.80 eV
* HOMO: -2.784 eV
* energy: -3523.14105 a.u.
* LUMO: 0.148 hartree
* net charge: -2